1.
Entry from the OMol25 dataset: the molecule C2H2N4O2 (ωB97M-V/def2-TZVPD).

Structure (XYZ):
```
10
Properties=species:S:1:pos:R:3
C 1.54888 -0.32608 -0.08404
C -1.10139 -0.40182 -0.09075
H -1.90347 1.61749 0.08093
H 0.29480 -1.80246 0.52073
N 1.25618 1.11938 0.18328
N 0.17082 1.65843 -0.01377
N -1.01835 1.01379 -0.43296
N 0.25785 -0.80219 0.42500
O 2.60237 -0.90816 -0.42095
O -2.10771 -1.16838 -0.16748
```

Values from the calculation:
Energy above the lowest of the compared OMol25 structures with the same formula, charge and spin = 98.33 kcal per mole
Frontier orbital gap = 0.343 Ha
SMILES = O=c1nn[nH]c(=O)[nH]1
E_tot = -446.8160 Eh

2.
Entry from the OMol25 dataset: the molecule C2H2N4O2 (ωB97M-V/def2-TZVPD).

Structure (XYZ):
```
10
Properties=species:S:1:pos:R:3
C 0.16716 -0.33987 0.16504
C 0.04371 1.18216 0.00452
H 1.57408 -1.90281 -0.19150
H 2.29046 -0.15943 -0.41818
N 1.44448 -0.89871 -0.00202
N -0.71138 -1.22846 0.36943
N -1.97596 -0.69759 -0.09817
N -2.40816 0.43472 -0.12535
O -1.26451 1.57041 0.24135
O 0.84013 2.03956 0.05488
```

Values from the calculation:
Energy above the lowest of the compared OMol25 structures with the same formula, charge and spin = 126.72 kcal per mole
Frontier orbital gap = 0.354 Ha
SMILES = Nc1nnnoc1=O
E_tot = -446.7708 Eh

3.
Entry from the OMol25 dataset: the molecule C2H2N4O2 (ωB97M-V/def2-TZVPD).

Structure (XYZ):
```
10
Properties=species:S:1:pos:R:3
C -0.40811 -0.56844 0.46662
C 0.01381 1.09228 -1.48304
H -1.65162 -1.45429 1.30152
H 0.59963 2.07457 -1.53531
N -1.67356 -0.87540 0.29175
N 1.60987 -0.42139 1.44883
N 1.57938 0.37224 0.46805
N 0.47752 0.30001 -0.26953
O 0.36715 -1.19869 1.43382
O -0.91407 0.67911 -2.12268
```

Values from the calculation:
Energy above the lowest of the compared OMol25 structures with the same formula, charge and spin = 117.20 kcal per mole
Frontier orbital gap = 0.356 Ha
SMILES = [H]/N=c1\onnn1C=O
E_tot = -446.7860 Eh

4.
Entry from the OMol25 dataset: the molecule C2H2N4OS (ωB97M-V/def2-TZVPD).

Structure (XYZ):
```
10
Properties=species:S:1:pos:R:3
C -0.07084 -0.08264 0.34069
C 1.28863 0.17164 0.49976
H 2.10692 0.45343 -0.19572
H 2.08618 0.65260 2.39771
N -0.70944 -0.22193 -0.95339
N 1.31883 0.18404 1.91211
N 0.11773 -0.00248 2.52316
N -0.73845 -0.15011 1.50495
O -1.87234 -0.52847 -0.81590
S 0.22239 0.24506 -2.22658
```

Values from the calculation:
Energy above the lowest of the compared OMol25 structures with the same formula, charge and spin = 64.50 kcal per mole
Frontier orbital gap = 0.304 Ha
SMILES = [O-][N+](=S)c1c[nH]nn1
E_tot = -769.7203 Eh

5.
Entry from the OMol25 dataset: the ion C2H2N5O2 with charge +1 (ωB97M-V/def2-TZVPD).

Structure (XYZ):
```
11
Properties=species:S:1:pos:R:3
O -1.18144 -2.85591 -0.30442
C -1.25469 -1.81547 0.16694
N -1.41147 -0.55558 0.39636
N -0.25494 0.08607 -0.04628
N 0.16390 0.17459 -1.32954
N 1.28316 0.80342 -1.40354
N 1.69491 1.19195 -0.20451
C 0.71642 0.74694 0.64557
O 0.59032 0.84035 1.97089
H -0.40461 -0.25402 -2.06212
H 0.05844 1.63767 2.17065
```

Values from the calculation:
Charge = +1
Energy above the lowest of the compared OMol25 structures with the same formula, charge and spin = 0.00 kcal per mole
Frontier orbital gap = 0.407 Ha
SMILES = O=C=NN1NN=[N+]=C1O
E_tot = -501.2674 Eh

6.
Entry from the OMol25 dataset: the molecule C2H2N6 (ωB97M-V/def2-TZVPD).

Structure (XYZ):
```
10
Properties=species:S:1:pos:R:3
C -1.14041 -0.07408 -0.15983
C 0.49168 1.37573 -0.23126
H -2.12849 -1.25660 1.05375
H 0.95026 2.35432 -0.97483
N -1.97156 -0.20254 0.78215
N -0.64548 1.13805 -0.46634
N 1.24425 0.62938 0.63229
N 1.31094 -0.57382 0.81472
N 0.94620 -1.27610 -0.40674
N -0.15997 -0.98750 -1.03214
```

Values from the calculation:
Energy above the lowest of the compared OMol25 structures with the same formula, charge and spin = 91.22 kcal per mole
Frontier orbital gap = 0.305 Ha
SMILES = [H]/N=c1/ncnnnn1
E_tot = -405.7107 Eh

7.
Entry from the OMol25 dataset: the molecule C2H2N6 (ωB97M-V/def2-TZVPD).

Structure (XYZ):
```
10
Properties=species:S:1:pos:R:3
C 0.97093 -0.39373 -0.00706
C -1.14006 -1.07847 -0.30340
H 2.34005 0.57727 0.52409
H -1.88214 -1.74321 -0.69666
N 1.99579 -0.42908 0.74333
N 0.06541 -1.38516 -0.34523
N -1.64678 -0.09114 0.51065
N -1.04559 1.06122 0.59971
N -0.12261 1.43866 -0.38564
N 0.83333 0.83395 -0.83205
```

Values from the calculation:
Energy above the lowest of the compared OMol25 structures with the same formula, charge and spin = 55.92 kcal per mole
Frontier orbital gap = 0.304 Ha
SMILES = [H]/N=c1/ncnnnn1
E_tot = -405.7669 Eh

8.
Entry from the OMol25 dataset: the ion C2H2NO2 with charge +1 (ωB97M-V/def2-TZVPD).

Structure (XYZ):
```
7
Properties=species:S:1:pos:R:3
C -0.89752 0.58486 -1.56692
C 0.44610 1.25705 -1.05993
N 0.02111 0.22004 -0.18536
O 0.16932 0.55338 -2.32350
O -0.71591 1.93832 -1.10553
H -0.48660 0.52280 0.58323
H 0.47806 -0.71134 -0.19153
```

Values from the calculation:
Charge = +1
Energy above the lowest of the compared OMol25 structures with the same formula, charge and spin = 153.35 kcal per mole
Frontier orbital gap = 0.379 Ha
SMILES = [NH2+]1[C@]23O[C@]12O3
E_tot = -282.1059 Eh

9.
Entry from the OMol25 dataset: a cluster of 2 separate species, C2H2NO2S in total (ωB97M-V/def2-TZVPD).

Structure (XYZ):
```
8
Properties=species:S:1:pos:R:3
C 0.69414 -1.04733 1.68503
C -0.78216 0.37704 -0.21528
N 0.94607 -1.86997 2.47412
O 0.95036 2.18123 -1.42955
O 0.08070 -0.24846 -1.38091
S -0.28188 1.36261 -1.68430
H 0.17028 -0.63979 0.88863
H -1.77751 -0.11533 -0.33773
```

Values from the calculation:
Charge = -1
Energy above the lowest of the compared OMol25 structures with the same formula, charge and spin = 105.23 kcal per mole
Frontier orbital gap = 0.270 Ha
E_tot = -680.7395 Eh

10.
Entry from the OMol25 dataset: a cluster of 2 separate species, C2H2NO2S in total (ωB97M-V/def2-TZVPD).

Structure (XYZ):
```
8
Properties=species:S:1:pos:R:3
C 1.31641 0.82586 -0.00049
C 2.26112 0.19294 0.80510
N 2.02158 0.09970 -0.73925
O -2.67133 -0.57333 0.89168
O -3.10522 -1.14830 -1.50545
S -2.43581 -0.24178 -0.57550
H 0.39556 1.50502 -0.22609
H 2.21769 -0.66011 1.35000
```

Values from the calculation:
Charge = -1
Energy above the lowest of the compared OMol25 structures with the same formula, charge and spin = 127.62 kcal per mole
Frontier orbital gap (spin up / spin down) = 0.315 / 0.155 Ha
E_tot = -680.7039 Eh

11.
Entry from the OMol25 dataset: a structure of composition C2H2NO2S2 (ωB97M-V/def2-TZVPD).

Structure (XYZ):
```
9
Properties=species:S:1:pos:R:3
C 0.86022 1.07851 2.31320
C -0.02596 0.15477 -0.19748
N 0.21669 1.21422 0.50010
O 2.02192 1.26466 2.29936
O -0.16306 0.98438 2.90672
S -0.22611 2.74395 0.11653
S 1.02191 3.92963 1.01691
H 0.43172 -0.84251 0.17874
H -0.67147 -0.00001 -1.04487
```

Values from the calculation:
Charge = -1
Energy above the lowest of the compared OMol25 structures with the same formula, charge and spin = 41.20 kcal per mole
Frontier orbital gap (spin up / spin down) = 0.228 / 0.228 Ha
E_tot = -1079.0531 Eh

12.
Entry from the OMol25 dataset: the ion C2H2NO3S2 with charge -1 (ωB97M-V/def2-TZVPD).

Structure (XYZ):
```
10
Properties=species:S:1:pos:R:3
C 0.44166 1.22265 0.05631
C 1.00403 -0.25942 -0.09421
N -0.82570 1.45297 -0.26059
O 1.24365 2.09259 0.33709
O -0.49952 -2.24858 0.69967
O -2.83251 -0.22282 0.51339
S -0.17064 -1.53507 -0.58050
S -1.77627 0.25720 -0.68807
H 1.88585 -0.35653 -0.90730
H 1.52946 -0.40298 0.92423
```

Values from the calculation:
Charge = -1
Energy above the lowest of the compared OMol25 structures with the same formula, charge and spin = 49.72 kcal per mole
Frontier orbital gap = 0.284 Ha
SMILES = O=C1CS(=O)#S([O-])=N1
E_tot = -1154.2598 Eh

13.
Entry from the OMol25 dataset: a cluster of 2 separate species, C2H2NO4S2 in total (ωB97M-V/def2-TZVPD).

Structure (XYZ):
```
11
Properties=species:S:1:pos:R:3
C 0.98984 1.01574 0.42163
C -0.30747 1.33197 -0.08714
N 1.64991 0.04590 -0.28872
O -0.54406 -1.64444 -1.01656
O 1.43205 1.52673 1.44590
O -1.28468 -1.68738 1.33302
O -2.87329 -1.02758 -0.45068
S -1.05420 2.56180 -0.75162
S -1.49519 -1.15004 -0.00466
H 1.05835 -0.60280 -0.80311
H 2.42873 -0.36990 0.20195
```

Values from the calculation:
Charge = -1
Energy above the lowest of the compared OMol25 structures with the same formula, charge and spin = 27.00 kcal per mole
Frontier orbital gap (spin up / spin down) = 0.241 / 0.256 Ha
E_tot = -1229.5236 Eh

14.
Entry from the OMol25 dataset: a structure of composition C2H2NOP (ωB97M-V/def2-TZVPD).

Structure (XYZ):
```
7
Properties=species:S:1:pos:R:3
C -0.69789 -0.46209 0.34947
C -0.41934 -0.82707 -0.94051
N -0.90596 0.47289 -0.70219
O 1.96817 0.80129 0.43518
P 1.73553 -0.62689 0.34126
H -1.18323 -0.66604 1.29190
H -0.49728 1.30791 -0.77511
```

Values from the calculation:
Energy above the lowest of the compared OMol25 structures with the same formula, charge and spin = 104.62 kcal per mole
Frontier orbital gap (spin up / spin down) = 0.248 / 0.248 Ha
E_tot = -548.5571 Eh

15.
Entry from the OMol25 dataset: the ion C2H2NOS with charge +1 (ωB97M-V/def2-TZVPD).

Structure (XYZ):
```
7
Properties=species:S:1:pos:R:3
C 0.59031 -1.01887 0.01360
C -0.09688 1.07258 0.01430
N -0.38656 -0.12057 0.01813
O 1.60494 1.14567 0.00330
S 2.11414 -0.28839 -0.00120
H 0.40641 -2.08076 0.01232
H -0.58757 2.02182 -0.01614
```

Values from the calculation:
Charge = +1
Energy above the lowest of the compared OMol25 structures with the same formula, charge and spin = 25.95 kcal per mole
Frontier orbital gap = 0.352 Ha
E_tot = -605.2299 Eh

16.
Entry from the OMol25 dataset: a cluster of 2 separate species, C2H2NOS2 in total (ωB97M-V/def2-TZVPD).

Structure (XYZ):
```
8
Properties=species:S:1:pos:R:3
C -0.46891 -1.28403 0.17436
C 1.34846 0.29166 -0.28604
N 0.62652 -0.63624 -0.25839
O -0.73959 -2.41423 -0.15112
S 2.49848 1.27037 -0.58605
S -1.71215 1.91284 0.21788
H -1.16543 -0.73531 1.00670
H -0.38739 1.59493 -0.11732
```

Values from the calculation:
Charge = -1
Energy above the lowest of the compared OMol25 structures with the same formula, charge and spin = 36.12 kcal per mole
Frontier orbital gap = 0.221 Ha
E_tot = -1003.7932 Eh

17.
Entry from the OMol25 dataset: the ion C2H2NOS2 with charge -1 (ωB97M-V/def2-TZVPD).

Structure (XYZ):
```
8
Properties=species:S:1:pos:R:3
C -2.23113 0.14318 0.15866
C 0.21874 -0.15610 0.58262
N -0.99730 0.27896 0.60549
O -3.27604 0.16219 0.80973
S 0.90437 -1.76072 0.32412
S 1.49412 1.20149 0.83881
H -2.52134 0.40668 -0.94578
H 2.19112 0.54576 -0.07264
```

Values from the calculation:
Charge = -1
Energy above the lowest of the compared OMol25 structures with the same formula, charge and spin = 20.83 kcal per mole
Frontier orbital gap = 0.273 Ha
SMILES = [O-]/C=N/C(=S)S
E_tot = -1003.8176 Eh

18.
Entry from the OMol25 dataset: a cluster of 2 separate species, C2H2O in total (ωB97M-V/def2-TZVPD).

Structure (XYZ):
```
5
Properties=species:S:1:pos:R:3
C -1.31181 0.07194 -0.08065
C 1.28378 -0.49101 -0.08362
O -2.45852 0.15313 -0.04079
H 1.22073 -0.12993 1.03918
H 1.26581 0.39588 -0.83411
```

Values from the calculation:
Energy above the lowest of the compared OMol25 structures with the same formula, charge and spin = 88.28 kcal per mole
Frontier orbital gap (spin up / spin down) = 0.321 / 0.321 Ha
E_tot = -152.4624 Eh

19.
Entry from the OMol25 dataset: the molecule C2H2O2 (ωB97M-V/def2-TZVPD).

Structure (XYZ):
```
6
Properties=species:S:1:pos:R:3
O 1.61143 -0.75698 -0.60674
C 0.91573 -0.16463 0.14321
C -1.08718 0.53665 -0.24282
O -0.46787 -0.49896 0.26282
H 1.16456 0.68687 0.78568
H -2.13666 0.19705 -0.34215
```

Values from the calculation:
Energy above the lowest of the compared OMol25 structures with the same formula, charge and spin = 53.56 kcal per mole
Frontier orbital gap = 0.353 Ha
E_tot = -227.7624 Eh

20.
Entry from the OMol25 dataset: the molecule C2H2O2 (ωB97M-V/def2-TZVPD).

Structure (XYZ):
```
6
Properties=species:S:1:pos:R:3
O -0.67167 0.82882 -1.39836
C -0.13389 -0.05215 -0.78157
C 0.38706 0.11363 0.66385
O -0.61613 -0.15145 1.28449
H -0.26937 -1.12864 -1.00930
H 1.30401 0.38977 1.24090
```

Values from the calculation:
Energy above the lowest of the compared OMol25 structures with the same formula, charge and spin = 15.58 kcal per mole
Frontier orbital gap = 0.375 Ha
SMILES = O=CC=O
E_tot = -227.8230 Eh

Number 1: strongest force on any atom 5.97 eV Å⁻¹. Number 2: strongest force on any atom 5.66 eV Å⁻¹. Number 3: strongest force on any atom 5.55 eV Å⁻¹. Number 4: strongest force on any atom 3.52 eV Å⁻¹. Number 5: strongest force on any atom 2.61 eV Å⁻¹. Number 6: strongest force on any atom 8.63 eV Å⁻¹. Number 7: strongest force on any atom 3.77 eV Å⁻¹. Number 8: strongest force on any atom 3.43 eV Å⁻¹. Number 9: strongest force on any atom 5.70 eV Å⁻¹. Number 10: strongest force on any atom 3.77 eV Å⁻¹. Number 11: strongest force on any atom 2.90 eV Å⁻¹. Number 12: strongest force on any atom 5.74 eV Å⁻¹. Number 13: strongest force on any atom 2.59 eV Å⁻¹. Number 14: strongest force on any atom 5.06 eV Å⁻¹. Number 15: strongest force on any atom 3.44 eV Å⁻¹. Number 16: strongest force on any atom 4.39 eV Å⁻¹. Number 17: strongest force on any atom 3.00 eV Å⁻¹. Number 18: strongest force on any atom 3.23 eV Å⁻¹. Number 19: strongest force on any atom 0.87 eV Å⁻¹. Number 20: strongest force on any atom 1.27 eV Å⁻¹.